1.
Density functional theory data (ωB97M-V with the def2-TZVPD basis set) for a gas-phase ion, C7H10N (charge +1) at a distorted geometry.

The value obtained for the calculated total energy is -327.01344 Eh. The value obtained for the LUMO energy (spin up / spin down) is -0.22532 / -0.23372 hartree. Its energy relative to the best compared isomer or geometry (same formula, charge and spin) is 492.5 kJ/mol. The value obtained for the HOMO-LUMO gap (spin up / spin down) is 7.356 / 6.564 eV. Its total charge is +1.

```
18
C7H10N ωB97M-V with the def2-TZVPD basis set
C -0.864 1.437 -0.362
C 0.351 0.857 -0.741
H -1.293 2.394 -0.857
C 2.436 -0.036 0.511
C -0.884 -1.360 -0.428
H -2.470 1.405 0.929
H 0.440 -0.106 0.914
C -1.869 -0.633 0.516
H 2.710 0.849 1.004
N 1.084 -0.053 0.170
C -1.821 0.727 0.368
H 0.885 1.484 -1.441
H -2.609 -1.207 1.038
H -0.649 -2.330 -0.074
C 0.451 -0.636 -1.017
H -1.329 -1.619 -1.356
H 3.082 -0.164 -0.315
H 2.350 -1.009 1.141
```

natural (NBO) population analysis, charges in e, atoms 1 to 4: C 0.03; C -0.22; H 0.28; C -0.39

---

2.
Density functional theory data (ωB97M-V with the def2-TZVPD basis set) for a gas-phase ion, C7H10N (charge +1) at a distorted geometry.

The value obtained for the calculated total energy is -327.07540 Eh. The value obtained for the LUMO energy is -0.12905 hartree. Its energy relative to the best compared isomer or geometry (same formula, charge and spin) is 329.8 kJ/mol. The value obtained for the HOMO-LUMO gap is 10.757 eV. The SMILES is C=C[C@@H]1[N@H+]2C[C@@]12C=C. Its total charge is +1.

```
18
C7H10N ωB97M-V with the def2-TZVPD basis set
C 0.694 0.126 2.171
N -0.902 -1.074 -0.634
H -0.131 -2.892 -0.123
H 0.906 -0.017 3.184
C 0.751 -0.932 1.380
H 0.416 1.084 1.960
H 0.491 -2.234 -1.892
C 0.428 -0.878 -0.031
C -0.583 1.444 -0.587
C 0.073 -2.093 -0.836
H -0.710 3.583 -0.522
H 0.440 0.121 -1.934
C -0.149 2.639 -0.888
H -1.876 -1.252 -0.536
H 0.800 2.734 -1.482
H -1.524 1.392 0.054
H 0.935 -1.904 1.714
C -0.060 0.154 -0.999
```

natural (NBO) population analysis, charges in e, atoms 1 to 4: C -0.23; N -0.39; H 0.24; H 0.22

---

3.
Density functional theory data (ωB97M-V with the def2-TZVPD basis set) for 2 unconnected molecules or ions with the total composition C7H10N2 at a distorted geometry.

The value obtained for the calculated total energy is -381.91282 Eh. The value obtained for the LUMO energy is 0.02318 hartree. Its energy relative to the best compared isomer or geometry (same formula, charge and spin) is 890.9 kJ/mol. The value obtained for the HOMO-LUMO gap is 8.904 eV.

```
19
C7H10N2 ωB97M-V with the def2-TZVPD basis set
C 0.051 -1.054 -0.445
N 2.342 0.486 -0.256
H 2.201 2.303 -1.017
C 1.526 -1.517 -0.195
H 2.835 -1.051 1.000
H -2.297 1.844 0.230
H -0.543 2.222 0.036
H -2.960 -1.500 0.154
H 1.534 -2.312 0.566
H -1.036 -1.770 -0.470
C -3.169 -0.484 -0.047
C -0.552 0.064 -0.155
H -4.021 0.337 -0.004
H 2.250 -2.015 -0.963
H 0.204 1.567 1.397
C 0.190 1.427 0.182
C -2.074 0.415 -0.099
N 1.986 -0.459 0.536
C 1.532 1.497 -0.450
```

natural (NBO) population analysis, charges in e, atoms 1 to 4: C -0.17; N -0.28; H 0.23; C -0.25

---

4.
Density functional theory data (ωB97M-V with the def2-TZVPD basis set) for 2 unconnected molecules or ions with the total composition C7H10N2 at a distorted geometry.

The value obtained for the calculated total energy is -382.17979 Eh. The value obtained for the LUMO energy is 0.02374 hartree. Its energy relative to the best compared isomer or geometry (same formula, charge and spin) is 190.0 kJ/mol. The value obtained for the HOMO-LUMO gap is 9.362 eV. The SMILES is c1c[nH]cn1.CC#CC.

```
19
C7H10N2 ωB97M-V with the def2-TZVPD basis set
H -0.903 2.692 -0.285
C -2.993 2.157 0.401
C -1.667 1.997 0.063
H 2.216 -0.921 -2.978
H -0.519 0.188 0.092
H -3.578 3.077 0.386
C -2.565 0.077 0.684
H 0.484 -1.015 -2.531
C 2.126 -0.984 0.254
H 2.619 -1.707 2.182
C 1.488 -1.416 -2.314
H 3.409 -0.165 1.726
C 1.837 -1.181 -0.911
N -3.546 0.960 0.787
H -2.634 -0.988 0.909
C 2.475 -0.748 1.656
H 1.490 -2.497 -2.533
N -1.412 0.661 0.250
H 1.671 -0.186 2.161
```

natural (NBO) population analysis, charges in e, atoms 1 to 4: H 0.22; C -0.10; C -0.12; H 0.24

---

5.
Density functional theory data (ωB97M-V with the def2-TZVPD basis set) for C7H10N2O in the gas phase at a distorted geometry.

The value obtained for the calculated total energy is -457.29475 Eh. The value obtained for the LUMO energy is 0.02945 hartree. Its energy relative to the best compared isomer or geometry (same formula, charge and spin) is 562.0 kJ/mol. The value obtained for the HOMO-LUMO gap is 10.173 eV. The SMILES is [O-]/[NH+]=N/[C@H]1CC=C[C@H]2C[C@@H]12.

```
20
C7H10N2O ωB97M-V with the def2-TZVPD basis set
N 1.815 -0.794 1.220
C -1.623 0.489 -0.021
C 0.903 0.769 -0.412
H -0.459 0.701 2.004
C 0.727 -0.479 -1.413
C -1.414 -0.950 -0.275
H 1.644 1.423 -0.795
C -0.333 -1.339 -0.924
C -0.456 1.481 -0.214
H 0.492 -0.257 -2.441
H -2.585 0.793 -0.509
H -0.677 2.500 -0.568
O 2.400 -1.134 2.246
C -1.120 1.127 1.262
H -0.274 -2.425 -0.897
H -2.144 -1.694 -0.041
H 1.725 -1.516 0.611
H 1.680 -0.950 -1.396
H -1.747 1.881 1.623
N 1.446 0.373 0.937
```

natural (NBO) population analysis, charges in e, atoms 1 to 4: N 0.20; C -0.28; C -0.07; H 0.24

---

6.
Density functional theory data (ωB97M-V with the def2-TZVPD basis set) for C7H10N2O2 in the gas phase at a distorted geometry.

The value obtained for the calculated total energy is -532.73676 Eh. The value obtained for the LUMO energy is 0.02260 hartree. Its energy relative to the best compared isomer or geometry (same formula, charge and spin) is 53.2 kJ/mol. The value obtained for the HOMO-LUMO gap is 10.177 eV. The SMILES is C[C@H]1C(=O)N[C@@H]2CCC(=O)N21.

```
21
C7H10N2O2 ωB97M-V with the def2-TZVPD basis set
H -0.580 1.283 2.349
H -0.475 -1.563 1.086
H 0.169 -0.278 -2.505
C 0.121 1.054 -0.722
H 0.504 2.074 -0.543
H -1.640 -0.011 2.847
C -0.681 0.242 2.400
N 0.574 0.103 0.363
C 1.570 -0.702 -0.131
C 0.861 0.477 -1.979
H -1.863 1.463 -1.241
H 1.068 1.175 -2.836
O -2.902 -0.182 0.336
H 0.097 0.007 3.227
H 2.529 0.882 -0.829
C -0.586 -0.476 1.013
C -1.740 0.070 0.216
C 2.120 -0.029 -1.317
O 1.944 -1.726 0.382
N -1.264 0.911 -0.686
H 2.707 -0.684 -1.918
```

natural (NBO) population analysis, charges in e, atoms 1 to 4: H 0.21; H 0.26; H 0.22; C 0.13

---

7.
Density functional theory data (ωB97M-V with the def2-TZVPD basis set) for 2 unconnected molecules or ions with the total composition C7H10N2O2S at a distorted geometry.

The value obtained for the calculated total energy is -930.69539 Eh. The value obtained for the LUMO energy (spin up / spin down) is 0.00940 / -0.01587 hartree. Its energy relative to the best compared isomer or geometry (same formula, charge and spin) is 639.5 kJ/mol. The value obtained for the HOMO-LUMO gap (spin up / spin down) is 8.369 / 8.436 eV.

```
22
C7H10N2O2S ωB97M-V with the def2-TZVPD basis set
O -3.029 1.322 -0.932
H 3.232 -0.411 -0.951
H 0.989 -2.751 0.244
N -2.939 1.164 0.388
N -1.719 -1.775 1.725
C 2.380 1.386 -0.383
C 0.125 1.260 0.497
H -3.683 0.498 0.617
H -0.709 1.662 0.980
C 1.227 -0.705 -0.270
C 1.105 -2.186 -0.602
H 1.904 -2.366 -1.208
C 0.112 -0.056 0.226
H -2.337 1.922 -1.064
H 1.347 3.069 0.374
O -1.959 -1.449 -0.812
H -1.582 -1.526 2.633
S -1.530 -0.915 0.492
C 2.342 0.034 -0.555
C 1.312 2.033 0.204
H 3.296 2.058 -0.575
H 0.116 -2.267 -1.030
```

natural (NBO) population analysis, charges in e, atoms 1 to 4: O -0.49; H 0.22; H 0.22; N -0.34

---

8.
Density functional theory data (ωB97M-V with the def2-TZVPD basis set) for C7H10N2O2S2 in the gas phase at a distorted geometry.

The value obtained for the calculated total energy is -1329.05973 Eh. The value obtained for the LUMO energy is 0.01710 hartree. Its energy relative to the best compared isomer or geometry (same formula, charge and spin) is 52.8 kJ/mol. The value obtained for the HOMO-LUMO gap is 9.754 eV. The SMILES is CN1C(=O)[C@H](S)[C@@]2(S)[C@@H]1C(=O)N2C.

```
23
C7H10N2O2S2 ωB97M-V with the def2-TZVPD basis set
C 2.852 0.021 -0.654
C 0.989 1.571 -0.417
H -1.752 -0.950 2.536
C -0.584 1.454 -0.393
H 3.037 -0.763 -1.492
H -1.031 2.014 -1.314
H 3.352 0.949 -0.965
C -0.851 -0.072 -0.500
H 0.416 -1.235 -1.785
H 3.034 -0.380 0.327
S -2.149 -0.399 -1.803
N 1.447 0.344 -0.710
H -2.157 -1.694 -1.555
N -1.033 -0.812 0.745
S -1.189 2.071 1.226
H 0.007 2.696 1.362
C 0.483 -0.699 -0.739
H -2.546 -1.985 1.441
H -2.712 -0.104 1.321
C -2.195 -1.010 1.627
O 0.791 -2.231 1.328
O 1.550 2.608 -0.273
C 0.238 -1.392 0.685
```

natural (NBO) population analysis, charges in e, atoms 1 to 4: C -0.41; C 0.69; H 0.22; C -0.46

---

9.
Density functional theory data (ωB97M-V with the def2-TZVPD basis set) for C7H10N2S in the gas phase at a distorted geometry.

The value obtained for the calculated total energy is -780.27122 Eh. The value obtained for the LUMO energy (spin up / spin down) is -0.01772 / -0.01773 hartree. Its energy relative to the best compared isomer or geometry (same formula, charge and spin) is 352.4 kJ/mol. The value obtained for the HOMO-LUMO gap (spin up / spin down) is 7.207 / 7.206 eV.

```
20
C7H10N2S ωB97M-V with the def2-TZVPD basis set
N -0.386 -0.459 1.434
C 1.923 0.366 0.413
H -2.142 1.378 1.432
C 2.484 -0.724 1.031
H -0.326 1.387 -2.697
H 2.450 1.427 0.559
H -1.569 1.993 -0.182
H -0.262 -0.419 -2.867
N 1.064 0.476 -0.622
H -3.192 0.851 0.100
C -0.145 0.185 -0.893
H -1.643 -1.089 -0.108
C 1.750 -1.925 1.273
C -1.107 -0.176 0.239
C -0.659 0.425 -2.226
S 0.085 -1.935 1.685
H 2.286 -2.804 1.495
H -1.835 0.518 -2.120
C -2.088 1.098 0.372
H 3.310 -0.573 1.681
```

natural (NBO) population analysis, charges in e, atoms 1 to 4: N -0.91; C 0.16; H 0.24; C -0.43

---

10.
Density functional theory data (ωB97M-V with the def2-TZVPD basis set) for C7H10N2Si in the gas phase at a distorted geometry.

The value obtained for the calculated total energy is -671.67455 Eh. The value obtained for the LUMO energy is 0.03395 hartree. Its energy relative to the best compared isomer or geometry (same formula, charge and spin) is 27.6 kJ/mol. The value obtained for the HOMO-LUMO gap is 8.402 eV. The SMILES is [SiH3]N1CNc2ccccc21.

```
20
C7H10N2Si ωB97M-V with the def2-TZVPD basis set
H 4.083 0.179 -0.127
H 0.183 -2.957 0.039
H -1.134 -2.069 -1.520
H -3.473 0.189 -0.637
C -1.107 -1.463 -0.636
C 3.051 0.266 0.147
C 0.991 -0.875 0.041
N 0.006 -1.877 0.118
N -1.095 0.005 -0.729
H -2.060 -1.749 -0.078
H 2.946 -1.768 0.406
H 3.128 2.318 -0.343
H -2.198 0.346 1.598
C 1.080 1.541 -0.381
Si -2.366 0.780 0.155
H 0.591 2.475 -0.419
C 2.377 -0.933 0.211
C 2.477 1.473 -0.164
H -1.912 2.150 -0.157
C 0.404 0.309 -0.333
```

natural (NBO) population analysis, charges in e, atoms 1 to 4: H 0.21; H 0.40; H 0.16; H -0.16

---

11.
Density functional theory data (ωB97M-V with the def2-TZVPD basis set) for 2 unconnected molecules or ions with the total composition C7H10N3 at a distorted geometry.

The value obtained for the calculated total energy is -436.55777 Eh. The value obtained for the LUMO energy is -0.21724 hartree. Its energy relative to the best compared isomer or geometry (same formula, charge and spin) is 547.2 kJ/mol. The value obtained for the HOMO-LUMO gap is 5.535 eV. Its total charge is +1.

```
20
C7H10N3 ωB97M-V with the def2-TZVPD basis set
N 0.068 4.265 0.742
C 1.533 0.304 -0.893
H -1.098 -3.875 -2.642
N -0.487 -0.911 1.894
H 1.507 -0.316 -1.884
H -1.191 3.592 2.230
C 0.289 0.011 1.326
H -1.494 -3.761 -0.738
H 0.619 0.859 1.871
H -1.198 -2.734 1.070
C 0.667 -0.228 -0.014
N -0.668 -1.870 0.911
H 1.990 1.201 -0.760
C -0.327 3.258 1.524
C -0.102 -1.532 -0.260
C -0.180 -2.246 -1.496
H -0.138 5.209 1.073
H 0.712 4.119 0.012
H 0.343 -1.928 -2.351
C -0.844 -3.416 -1.615
```

natural (NBO) population analysis, charges in e, atoms 1 to 4: N -0.74; C -0.09; H 0.25; N -0.18

---

12.
Density functional theory data (ωB97M-V with the def2-TZVPD basis set) for 2 unconnected molecules or ions with the total composition C7H10N3O4 at a distorted geometry.

The value obtained for the calculated total energy is -737.42040 Eh. The value obtained for the LUMO energy (spin up / spin down) is -0.18860 / -0.29498 hartree. Its energy relative to the best compared isomer or geometry (same formula, charge and spin) is 645.5 kJ/mol. The value obtained for the HOMO-LUMO gap (spin up / spin down) is 8.087 / 5.505 eV. Its total charge is +1.

```
24
C7H10N3O4 ωB97M-V with the def2-TZVPD basis set
C 2.754 -0.834 1.407
H 0.469 3.667 -1.974
O -2.900 -0.901 0.373
C 0.853 -1.546 2.075
N 1.761 -2.087 2.854
O 1.572 0.793 -0.612
H 1.633 3.480 -0.658
C 0.719 0.067 0.054
H 3.581 -0.362 0.915
O -0.485 0.027 -0.167
C 0.769 3.035 -1.142
H -4.805 -0.496 -0.173
H 1.667 -2.740 3.620
H 0.235 1.191 -2.148
C -3.933 -0.958 -0.628
N 2.944 -1.647 2.436
N -1.832 -1.570 0.215
H -3.615 -0.400 -1.510
O -1.624 -2.333 -0.665
H 1.938 1.694 -2.374
H -0.052 2.986 -0.428
C 1.105 1.651 -1.669
H -4.132 -1.997 -0.903
C 1.379 -0.720 1.105
```

natural (NBO) population analysis, charges in e, atoms 1 to 4: C 0.01; H 0.24; O -0.21; C 0.39

---

> Which of these has the highest energy relative to the best compared isomer or geometry (same formula, charge and spin)?

number 3